Record 1
C4H15NO3 | ωB97M-V with the def2-TZVPD basis set

Element x y z (Å)
C (-2.23598, -1.16501, 1.04324)
N (-1.64673, -0.80398, -0.23094)
C (0.61284, -0.79266, 0.58947)
C (-0.28217, -1.25569, -0.61090)
C (0.45594, -0.74256, -1.94513)
O (0.05801, -1.59536, -2.92265)
H (-2.64184, -2.21517, 1.10200)
H (-3.05260, -0.47023, 1.26306)
H (-1.59381, -1.29063, 1.92019)
H (-2.27533, -1.15654, -1.02568)
H (0.57052, -1.45970, 1.47045)
H (0.26176, 0.34269, 0.90879)
H (1.64653, -0.64644, 0.16911)
H (-0.10698, -2.29307, -0.77322)
H (0.30314, 0.38296, -2.01544)
H (1.51554, -1.09968, -1.99740)
H (-0.55778, -1.26834, -3.64858)
H (-1.27797, 1.43580, -0.45526)
H (0.10427, 1.51372, -0.03643)
O (-0.58849, 2.04426, -0.44477)
H (4.20829, 4.23108, 2.08340)
H (2.87912, 3.88656, 2.73980)
O (3.64371, 4.41799, 2.81689)

LUMO level ... 0.64 eV
Frontier orbital gap ... 0.36357 Ha
Energy relative to the best compared isomer or geometry (same formula, charge and spin) ... 65.3 kcal per mole
E ... -441.777802 a.u.
SMILES string ... CN[C@H](C)CO.O.O

***

Record 2
C4H15NO3 | ωB97M-V with the def2-TZVPD basis set

Element x y z (Å)
C (2.12210, 1.48780, 1.10997)
C (1.26229, 0.48932, 0.85959)
N (1.20969, 0.03907, -0.48871)
C (0.55447, -1.27026, -0.70763)
C (1.42080, -2.18875, -1.61453)
H (2.21920, 2.01260, 2.04902)
H (2.76166, 1.89144, 0.32623)
H (0.60251, -0.04948, 1.50855)
H (2.03812, 0.12535, -1.05183)
H (0.30447, -1.79302, 0.21061)
H (-0.40630, -1.08906, -1.19906)
H (1.42243, -1.90143, -2.65926)
H (2.44411, -2.18352, -1.24538)
H (1.23341, -3.24746, -1.40520)
H (-1.37392, 2.38517, -0.48729)
H (-0.65565, 1.47507, -1.39233)
O (-1.38598, 2.10951, -1.41138)
H (-1.61912, -0.84683, 1.53843)
H (-1.41421, -2.33461, 2.07389)
O (-1.06030, -1.63304, 1.52388)
H (-2.88177, 1.33393, -0.24765)
H (-3.03221, 1.50385, 1.32058)
O (-2.79140, 0.89193, 0.60363)

LUMO level ... 0.54 eV
Frontier orbital gap ... 0.30823 Ha
Energy relative to the best compared isomer or geometry (same formula, charge and spin) ... 34.9 kcal per mole
E ... -441.826332 a.u.
SMILES string ... C=CNCC.O.O.O

***

Record 3
C4H15NO3 | ωB97M-V with the def2-TZVPD basis set

Element x y z (Å)
C (-1.12004, -2.69572, 0.03908)
N (0.81706, -0.44311, -0.35051)
C (-0.21392, -0.38814, 0.61056)
C (-1.06650, -1.39867, 0.78593)
C (-0.26914, 0.89957, 1.38032)
H (-0.48830, -2.72992, -0.84424)
H (-0.83405, -3.53957, 0.66173)
H (-2.14445, -2.90107, -0.29205)
H (1.05541, -1.33275, -0.74796)
H (1.60055, 0.17727, -0.20734)
H (-1.81618, -1.30487, 1.56159)
H (-0.14147, 1.75161, 0.71016)
H (0.51694, 0.92828, 2.14155)
H (-1.24212, 1.00756, 1.84281)
H (-1.81290, 1.92091, -1.44910)
H (-2.54984, 0.75479, -0.75785)
O (-2.66681, 1.66622, -1.04618)
H (3.71217, -0.06956, 0.61743)
H (4.19615, 1.41060, 0.53132)
O (3.53623, 0.78731, 0.22044)
H (0.41149, 1.06766, -1.63774)
H (0.44377, 2.58950, -1.64200)
O (0.07597, 1.84211, -2.12794)

LUMO level ... 0.29 eV
Frontier orbital gap ... 0.31165 Ha
Energy relative to the best compared isomer or geometry (same formula, charge and spin) ... 6.7 kcal per mole
E ... -441.871277 a.u.
SMILES string ... C/C=C(/C)N.O.O.O

***

Record 4
C4H15NO3 | ωB97M-V with the def2-TZVPD basis set

Element x y z (Å)
C (1.47261, 1.15087, -0.13832)
C (0.46147, 0.97595, 0.95623)
N (-0.61877, -0.10189, 0.51534)
C (0.05777, -1.35360, 0.52943)
C (0.09125, -1.97841, 1.92050)
O (-1.27073, -2.23998, 2.25809)
H (1.01983, 0.70157, -0.99534)
H (1.78377, 2.21738, -0.31343)
H (2.44074, 0.80357, 0.03395)
H (0.82433, 0.66347, 1.98305)
H (-0.12235, 1.92946, 1.17789)
H (-1.05335, 0.25509, -0.44015)
H (-0.64091, -2.16678, 0.13700)
H (1.00919, -1.53777, 0.09012)
H (0.55082, -1.32901, 2.70732)
H (0.33547, -3.00474, 1.90921)
H (-1.81420, -1.84728, 1.58485)
H (0.78651, 0.15051, -3.30278)
H (-0.61039, -0.36562, -2.75978)
O (-0.14048, 0.35969, -3.20488)
H (-2.30320, 1.98622, -1.62406)
H (-0.72360, 2.27449, -1.68673)
O (-1.53578, 2.45679, -1.33751)

LUMO level ... 0.36 eV
Frontier orbital gap ... 0.35223 Ha
Energy relative to the best compared isomer or geometry (same formula, charge and spin) ... 62.7 kcal per mole
E ... -441.782003 a.u.
SMILES string ... CCNCCO.O.O

***

Record 5
C4H15NO3 | ωB97M-V with the def2-TZVPD basis set

Element x y z (Å)
C (-0.69248, 0.34960, -0.24778)
O (-1.71819, 1.18851, 0.27339)
C (-0.11784, 0.82372, -1.57169)
C (0.39944, -0.31816, -2.43581)
C (1.50797, -1.17529, -1.75788)
N (2.55938, -0.46652, -1.02194)
H (0.07229, 0.33614, 0.53180)
H (-1.03891, -0.69008, -0.30323)
H (-2.50638, 1.07747, -0.27068)
H (-0.90335, 1.35999, -2.10965)
H (0.66316, 1.55894, -1.35405)
H (-0.41532, -1.01891, -2.64554)
H (0.77821, 0.04129, -3.38875)
H (2.00193, -1.71879, -2.55412)
H (1.01748, -1.89146, -1.10694)
H (2.25169, -0.26443, -0.06403)
H (2.65833, 0.47510, -1.38572)
H (-3.16275, -1.39464, 4.41422)
H (-2.75930, 0.08103, 4.51417)
O (-2.84075, -0.65269, 3.89570)
H (0.40798, 0.07487, 2.67939)
H (0.70964, 1.53925, 3.02208)
O (1.12775, 0.68504, 2.88707)

LUMO level ... 0.59 eV
Frontier orbital gap ... 0.36214 Ha
Energy relative to the best compared isomer or geometry (same formula, charge and spin) ... 20.2 kcal per mole
E ... -441.849672 a.u.
SMILES string ... NCCCCO.O.O

***

Record 6
C4H15NO3 | ωB97M-V with the def2-TZVPD basis set

Element x y z (Å)
C (0.39010, -0.76921, -0.60712)
C (-0.78494, -0.32211, -1.09348)
C (-0.85030, 0.71985, -2.16405)
O (-1.65239, 2.12554, 0.44616)
C (0.50688, -1.58000, 0.68465)
N (0.04675, -0.72132, 1.75555)
H (4.41570, -0.93374, -0.96517)
H (3.96736, -0.97720, -1.54854)
H (-1.71051, -0.48862, -0.52699)
H (-1.61484, 0.52672, -2.90794)
H (-1.13772, 1.66032, -1.64058)
H (0.06993, 0.87197, -2.72615)
H (-0.73647, 1.82569, 0.58171)
H (1.59184, -1.66118, 0.88039)
H (-0.08035, -2.50275, 0.64700)
H (-0.91758, -0.34778, 1.62476)
H (0.75520, 0.04125, 1.93773)
H (-3.38177, -0.26428, 1.46199)
H (-2.12402, 1.23156, 0.91005)
O (-2.48366, -0.02432, 1.20763)
H (2.36105, 1.34970, 1.76601)
H (1.34599, -0.39782, -0.93465)
O (2.02373, 0.63773, 1.21102)

LUMO level ... -4.87 eV
Frontier orbital gap ... 0.16257 Ha
Energy relative to the best compared isomer or geometry (same formula, charge and spin) ... 217.3 kcal per mole
E ... -441.535551 a.u.